1.
Entry from OMol25: a 2-piece molecular cluster, CH4IPS overall in a non-equilibrium geometry (wB97M-V/def2-TZVPD).

Its charge is 0. As for the spin multiplicity: 3. The value obtained for the HOMO energy (alpha / beta) is -0.2776 / -0.3606 hartree. The LUMO energy (alpha / beta) is 0.67 / -3.09 eV. The orbital gap (alpha / beta) comes out at 8.23 / 6.72 eV. As for the total energy: -29324.888 eV. The calculation puts the energy above the lowest of the compared OMol25 structures with the same formula, charge and spin at 25.2 kJ/mol.

The geometry in XYZ format:
```
8
Properties=species:S:1:pos:R:3:forces:R:3:lowdin_charge:R:1
C -0.50282 1.02812 -0.16409 -2.384 -0.263 2.384 -0.4948
P -0.86715 -0.44591 0.93774 -0.299 1.088 0.253 0.4162
S 0.04039 -1.90644 -0.17337 0.298 -1.488 0.006 0.1817
I 3.09934 0.16440 -0.15367 0.003 -0.116 0.024 0.1057
H -1.38231 1.68273 -0.08512 0.109 -0.062 0.399 0.0267
H -0.45644 0.87763 -1.16553 0.442 -1.073 -3.107 -0.0232
H 0.32392 1.58173 0.13643 1.560 0.847 0.716 -0.0571
H -0.25493 -2.98226 0.66761 0.270 1.067 -0.676 -0.1552
```
Forces are in eV/Å.

2.
Entry from OMol25: a 3-piece molecular cluster, C30H54ClNO12P2 overall in a non-equilibrium geometry (wB97M-V/def2-TZVPD).

Its charge is 0. The value obtained for the HOMO energy is -0.3397 hartree. The LUMO energy is -1.29 eV. The orbital gap comes out at 7.96 eV. The SMILES is CCOCCN1C(=O)c2ccc(COCC)c(CCCCl)c2C1=O.CCOP(=O)(OCC)OCC.CCOP(=O)(OCC)OCC. As for the total energy: -89143.257 eV.

The geometry in XYZ format:
```
100
Properties=species:S:1:pos:R:3:forces:R:3:lowdin_charge:R:1
C 9.68733 -1.10414 1.51857 -0.491 0.754 0.151 -0.0759
C 8.36344 -0.33376 1.97606 1.588 -0.422 -0.950 -0.2490
O 7.25851 -1.24322 1.91659 0.057 0.973 1.235 -0.1676
C 6.52498 -1.32409 3.13903 -0.928 -1.292 0.110 -0.1917
C 4.98324 -1.48487 2.81546 1.351 -0.337 0.744 -0.0933
N 4.37822 -0.25666 2.24938 -0.601 -1.067 1.122 0.0501
C 4.17558 0.75904 3.21972 -1.865 2.288 -0.148 -0.3556
O 4.74842 0.99732 4.25558 0.554 -1.038 -0.643 0.1138
C 2.94936 1.60621 2.78632 -0.868 -1.008 -1.733 -0.0431
C 2.42913 2.85824 3.28766 -0.567 -1.537 -1.631 0.0217
C 1.23189 3.38492 2.64199 1.325 -2.359 -0.289 0.0114
C 0.58991 2.61380 1.55816 1.090 -0.142 0.423 -0.1002
C -0.70727 3.27895 0.94012 0.737 -0.336 1.544 -0.1682
O -0.54301 4.69931 1.03175 0.181 -0.529 -0.999 -0.1832
C 0.37778 5.19434 0.05645 1.073 1.500 -0.620 -0.2580
C 1.38743 6.25980 0.66242 -0.393 -0.022 0.396 -0.0745
C 1.13425 1.33225 1.07645 0.391 0.644 0.560 -0.0777
C 0.44263 0.51313 -0.05850 -0.132 -0.432 0.108 -0.1337
C -0.48619 -0.64197 0.49234 -0.277 0.059 -0.073 -0.2404
C -1.91795 -0.16094 0.92491 0.057 -1.418 -0.053 -0.5144
Cl -1.93912 0.38966 2.68184 0.006 0.027 -0.984 0.5355
C 2.34916 0.83547 1.69859 -0.847 2.270 1.055 0.0004
C 3.20055 -0.42504 1.43140 -0.258 2.108 0.503 -0.3159
O 2.96781 -1.33721 0.68740 0.264 0.048 0.440 0.1166
H 10.29428 -0.42853 0.86413 -0.450 -0.658 0.460 0.0677
H 10.31717 -1.35452 2.40660 -0.554 -0.082 -0.759 0.0668
H 9.38740 -2.01612 0.95041 0.368 0.705 0.471 0.0753
H 8.57990 0.07466 2.99322 -0.667 -0.245 -0.703 0.1139
H 8.18316 0.50282 1.25241 -0.017 -0.580 0.727 0.1165
H 6.80826 -2.28874 3.66235 -0.240 0.885 -0.406 0.1312
H 6.72177 -0.50131 3.86634 -0.225 -0.376 -0.875 0.1120
H 4.86249 -2.35641 2.12865 -0.060 0.958 0.365 0.1336
H 4.48191 -1.71594 3.80014 0.377 0.133 -0.965 0.1412
H 2.97416 3.33633 4.12818 -0.659 -0.179 -0.748 0.1174
H 0.84562 4.35599 3.00781 0.016 -0.919 -0.560 0.1118
H -0.93301 2.91799 -0.09311 0.179 0.412 0.787 0.1157
H -1.54274 3.02265 1.65080 0.599 0.235 -0.971 0.1111
H -0.17362 5.74694 -0.76019 0.284 -0.803 0.713 0.1218
H 1.00099 4.40601 -0.43651 -0.724 0.231 0.592 0.1195
H 0.90832 7.27762 0.70176 0.536 -0.973 -0.134 0.0759
H 1.67425 6.00962 1.71415 -0.273 0.033 -0.886 0.0574
H 2.34506 6.30706 0.07783 -1.035 0.000 0.334 0.0790
H -0.19954 1.15068 -0.72358 0.724 -0.398 0.660 0.1033
H 1.19854 0.01517 -0.72900 -0.500 0.668 0.832 0.1075
H -0.64711 -1.41491 -0.31455 0.187 0.888 0.609 0.1158
H 0.00822 -1.20080 1.33438 -0.485 0.660 -0.728 0.1120
H -2.60224 -1.05410 0.90878 0.627 0.954 0.115 0.0745
H -2.37631 0.59250 0.24165 0.553 -0.262 0.814 0.0833
O 4.50199 -2.84592 -4.74386 -0.926 -4.118 -0.769 -0.2126
P 3.00407 -2.83835 -4.97033 -1.145 8.487 1.350 0.6959
O 2.97223 -1.77273 -6.23348 0.101 -0.850 -0.165 -0.2356
C 3.37926 -2.24106 -7.51640 -0.047 0.024 -0.328 -0.2895
C 2.31949 -3.12630 -8.14868 0.025 -0.161 0.030 -0.0834
O 2.65928 -1.82941 -3.70512 -0.338 -0.981 -0.036 -0.2582
C 3.49649 -1.77934 -2.54776 0.307 0.347 0.154 -0.2824
C 4.42946 -0.58564 -2.62953 0.032 0.176 -0.052 -0.0658
O 1.35481 -3.12316 -5.14684 2.086 -2.876 -0.525 -0.2494
C 0.32689 -2.22705 -4.72091 -0.775 0.344 0.525 -0.2764
C 0.33877 -0.86286 -5.37966 0.436 0.178 -0.076 -0.0772
H 4.33316 -2.77092 -7.43738 0.016 0.056 0.017 0.1084
H 3.53983 -1.36027 -8.14101 0.007 0.050 0.169 0.1186
H 2.20396 -4.05731 -7.58655 -0.018 0.000 -0.064 0.0698
H 2.59358 -3.38158 -9.17460 0.016 0.019 0.046 0.0777
H 1.34877 -2.62965 -8.15437 0.049 0.028 -0.026 0.0731
H 4.04815 -2.71117 -2.42078 0.029 0.084 -0.127 0.1089
H 2.84780 -1.67384 -1.67649 -0.106 -0.043 -0.155 0.0854
H 4.94427 -0.53673 -3.59131 0.009 -0.218 0.073 0.0740
H 5.17758 -0.62209 -1.83499 -0.054 0.013 0.016 0.0769
H 3.86243 0.34405 -2.53325 0.003 -0.032 0.074 0.0732
H 0.32867 -2.14213 -3.63378 0.198 0.048 -0.058 0.1069
H -0.61457 -2.71887 -4.98175 0.244 -0.279 -0.147 0.1196
H 1.19849 -0.26917 -5.06840 -0.020 -0.081 -0.010 0.0696
H -0.56029 -0.30612 -5.10434 -0.071 -0.194 0.043 0.0809
H 0.37553 -0.95031 -6.46642 -0.078 -0.019 0.049 0.0717
O -6.22144 0.50775 0.71644 0.757 3.843 1.691 -0.2222
P -7.18634 0.57317 1.88414 -3.638 -7.737 -1.197 0.6979
O -6.66634 -0.77393 2.68359 0.323 0.774 0.101 -0.2340
C -5.44308 -0.68832 3.41329 0.192 -0.089 0.281 -0.2963
C -5.62085 0.09319 4.70263 0.050 0.158 -0.015 -0.0782
O -8.47982 -0.04040 1.05031 -0.033 0.960 0.285 -0.2581
C -8.60031 0.13759 -0.35933 0.108 -0.311 -0.328 -0.2884
C -8.14179 -1.11300 -1.08643 0.002 -0.203 -0.006 -0.0750
O -8.22498 0.94822 3.15186 2.589 2.465 -0.686 -0.2481
C -9.46724 0.28767 3.40704 -1.026 -0.147 0.091 -0.2742
C -9.36714 -1.19542 3.69843 0.347 -0.224 -0.254 -0.0767
H -4.66503 -0.23949 2.79114 -0.026 -0.053 -0.002 0.0566
H -5.13520 -1.70977 3.64546 -0.124 -0.012 -0.143 0.1219
H -5.84405 1.14340 4.49357 0.035 -0.013 0.058 0.0715
H -4.71069 0.05345 5.30480 -0.016 -0.005 -0.057 0.0775
H -6.45105 -0.30328 5.28815 0.045 -0.038 -0.017 0.0738
H -8.05050 1.01845 -0.69249 0.084 -0.114 0.059 0.1032
H -9.65570 0.32017 -0.57839 -0.011 -0.016 0.189 0.1164
H -7.16708 -1.45435 -0.73250 0.012 0.240 -0.023 0.0731
H -8.07975 -0.93676 -2.16227 -0.042 -0.015 0.024 0.0764
H -8.84182 -1.93217 -0.90665 -0.025 0.059 -0.051 0.0752
H -10.17173 0.48617 2.59928 0.172 -0.077 -0.088 0.1117
H -9.88087 0.77790 4.29273 0.347 0.215 -0.021 0.1200
H -9.06980 -1.76345 2.81684 0.006 0.073 0.035 0.0698
H -10.33702 -1.57941 4.02308 -0.033 0.207 0.035 0.0824
H -8.63355 -1.39464 4.48088 -0.083 0.040 0.019 0.0720
```
Forces are in eV/Å.

3.
Entry from OMol25: C35H70B2N11O6RbS3Si2Te as an isolated structure (wB97M-V/def2-TZVPD).

Its charge is -2. The value obtained for the HOMO energy is -0.1035 hartree. The LUMO energy is 3.40 eV. The orbital gap comes out at 6.22 eV. As for the total energy: -123678.245 eV. The calculation puts the energy above the lowest of the compared OMol25 structures with the same formula, charge and spin at 0.0 kJ/mol.

The geometry in XYZ format:
```
131
Properties=species:S:1:pos:R:3:forces:R:3:lowdin_charge:R:1
Rb 0.58919 0.57868 -0.81027 0.431 -0.834 0.233 0.9971
C -4.03425 0.54773 -3.70801 -0.006 -0.050 0.057 -0.0544
C -3.61086 1.95216 -3.27286 -0.014 0.074 -0.026 -0.3633
C -3.76115 2.10226 -1.76715 -0.038 -0.096 0.070 -0.0777
C -2.23356 2.26722 -3.79037 -0.049 -0.034 -0.022 -0.2853
C -1.94128 2.69184 -5.10288 -0.007 0.043 0.024 -0.0304
C -0.57332 2.78993 -5.13133 0.017 -0.013 0.027 -0.0923
N -0.10144 2.44991 -3.91830 -0.030 0.001 -0.020 -0.0471
N -1.12022 2.11937 -3.08656 -0.021 -0.006 0.064 0.1358
B 1.37410 2.28074 -3.59498 0.128 -0.199 -0.039 -0.5347
N 1.67873 0.75335 -3.34558 -0.064 0.100 -0.210 -0.1384
C 2.79760 0.17614 -2.85960 0.046 0.196 0.078 -0.1473
C 2.58109 -1.18273 -2.77220 0.095 0.061 -0.036 -0.0414
C 1.27529 -1.36051 -3.27264 0.068 0.000 -0.142 -0.3195
N 0.74468 -0.19010 -3.60676 0.069 0.091 -0.246 0.0742
C 0.51943 -2.63856 -3.52223 0.017 -0.025 -0.015 -0.3642
C 1.09548 -3.79934 -2.72010 -0.035 -0.047 0.019 -0.0816
C -0.97398 -2.46562 -3.26130 -0.067 -0.018 -0.029 -0.0607
N 1.81336 3.17407 -2.38256 -0.155 -0.173 -0.007 -0.0333
C 3.00305 3.78330 -2.27183 0.024 0.026 -0.079 -0.0916
C 3.02050 4.51740 -1.10497 -0.040 0.025 -0.005 -0.0143
C 1.75164 4.29858 -0.54541 -0.022 0.021 0.045 -0.2774
N 1.03572 3.48652 -1.31548 0.131 -0.022 -0.070 0.0701
C 1.15258 4.86166 0.71423 -0.001 -0.016 0.005 -0.3720
C 2.19154 5.58998 1.55666 -0.009 0.019 0.032 -0.0804
C -0.03890 5.76695 0.39998 -0.022 -0.002 0.013 -0.0565
H -5.04862 0.33363 -3.36788 -0.042 -0.013 -0.011 0.0785
H -3.37304 -0.19403 -3.25774 0.028 -0.014 0.017 0.0758
H -3.98560 0.43123 -4.79157 -0.005 0.012 -0.037 0.0718
H -4.28825 2.67240 -3.74986 0.033 -0.025 -0.014 0.1302
H -3.29631 1.26303 -1.24626 0.040 -0.028 -0.028 0.0503
H -4.81242 2.05484 -1.47835 -0.040 0.033 -0.016 0.0777
H -3.33144 3.03525 -1.40562 0.007 0.040 0.020 0.0774
H -2.64333 2.89549 -5.89305 -0.008 0.012 -0.054 0.0895
H 0.11288 3.06961 -5.91058 0.012 0.022 -0.086 0.1050
H 2.02818 2.64190 -4.54655 0.016 0.119 0.022 0.1110
H 3.63767 0.77877 -2.54838 0.021 -0.066 0.014 0.1207
H 3.25655 -1.92254 -2.37911 0.015 -0.025 0.010 0.0986
H 0.64743 -2.86907 -4.58856 -0.009 0.019 0.001 0.1331
H 1.03947 -3.61174 -1.64699 -0.006 0.015 0.038 0.0255
H 2.13888 -3.99274 -2.97708 0.019 0.007 0.006 0.0728
H 0.52646 -4.71126 -2.90897 -0.008 -0.019 -0.027 0.0785
H -1.18050 -2.39031 -2.19312 0.025 0.034 0.047 0.0562
H -1.52867 -3.32533 -3.64297 -0.006 -0.029 0.015 0.0797
H -1.35014 -1.56259 -3.73991 -0.008 -0.002 -0.034 0.0618
H 3.73870 3.66108 -3.04836 0.069 0.011 -0.007 0.1143
H 3.82007 5.12136 -0.71586 0.059 0.017 -0.003 0.0901
H 0.78927 4.01202 1.29666 -0.017 -0.009 -0.006 0.0945
H 2.59508 6.45537 1.02494 0.006 0.019 -0.038 0.0758
H 3.02057 4.93160 1.81730 0.030 -0.032 0.001 0.0817
H 1.74296 5.95057 2.48434 -0.012 0.000 0.015 0.0721
H 0.27915 6.64594 -0.16597 0.034 0.018 -0.020 0.0800
H -0.51278 6.10768 1.32365 -0.011 0.016 0.024 0.0740
H -0.78550 5.23868 -0.19153 -0.016 -0.022 -0.016 0.0717
C -3.42359 -2.97137 2.41282 -0.049 -0.003 -0.074 -0.0510
N -2.34647 -3.82264 2.87420 0.034 0.077 0.010 -0.1303
C -2.05491 -4.10627 4.19040 -0.025 -0.085 0.025 -0.0679
C -0.94219 -4.86619 4.17824 0.055 0.021 0.014 -0.0864
N -0.52443 -5.03038 2.87522 -0.064 -0.023 0.064 -0.0085
B 0.79663 -5.80498 2.53856 -0.002 -0.016 0.003 -0.4570
N 2.03356 -4.95935 3.02967 0.127 0.053 -0.125 0.0018
C 2.58179 -5.10998 4.28157 -0.104 -0.076 0.092 -0.0959
C 3.62684 -4.26909 4.41362 0.068 0.056 -0.022 -0.0714
N 3.72713 -3.59377 3.21433 0.079 0.004 -0.003 -0.1290
C 4.71282 -2.59795 2.86741 0.046 0.023 0.008 -0.0508
C 2.75188 -4.01701 2.36778 -0.249 -0.092 0.086 -0.7339
S 2.51904 -3.40287 0.80754 0.008 0.036 -0.119 0.6887
C -1.40252 -4.38699 2.06395 -0.097 -0.209 -0.063 -0.7822
S -1.40459 -4.25420 0.37927 0.113 -0.054 -0.165 0.6358
H -4.22998 -2.99529 3.14378 -0.021 -0.005 0.004 0.0908
H -3.77523 -3.32720 1.44599 0.005 0.030 0.065 0.0626
H -3.08795 -1.94332 2.27889 0.018 -0.013 -0.038 0.0576
H -2.66512 -3.74673 4.99787 -0.031 0.014 0.042 0.1079
H -0.39503 -5.30822 4.98918 0.019 0.006 0.079 0.1035
H 0.88127 -6.05165 1.37424 -0.021 0.033 -0.026 0.0517
H 0.79630 -6.78884 3.25388 0.014 -0.078 -0.003 0.0634
H 2.17424 -5.82326 4.97341 0.006 -0.033 0.049 0.1020
H 4.30314 -4.08422 5.22695 0.027 -0.014 0.057 0.1013
H 5.46785 -2.57066 3.65176 0.005 0.010 0.018 0.0864
H 4.25822 -1.61458 2.75290 0.030 -0.016 0.009 0.0630
H 5.17328 -2.85817 1.91415 0.016 0.022 0.042 0.0807
O 4.06048 -0.38490 0.56476 0.117 0.231 -0.031 -0.1159
H 3.28611 0.03255 0.98058 -0.076 0.130 0.064 -0.0244
H 3.80085 -1.31612 0.55474 -0.089 -0.261 -0.098 -0.0801
O -1.49886 -0.96263 0.11422 0.591 -0.086 -0.024 -0.2641
H -1.21416 -1.89302 0.15491 -0.035 -0.091 0.057 -0.0709
H -2.46059 -1.02932 0.12626 -0.823 0.184 -0.051 -0.0502
O -1.21420 2.34114 0.14800 -0.086 0.289 0.394 -0.2374
H -1.65233 1.74761 -0.47321 -0.375 0.255 -0.044 -0.0340
H -0.55061 2.81238 -0.39648 -0.137 0.190 -0.168 -0.0308
O 1.19235 1.87721 1.90635 0.053 0.114 -0.001 -0.5816
O 1.63907 0.43468 1.80298 0.177 0.056 0.191 -0.5919
O 0.29250 -1.99194 2.84684 -0.149 -0.212 -0.086 -0.1234
H 1.09125 -1.98214 2.29626 0.107 0.088 -0.091 -0.0230
H -0.22078 -2.69022 2.40383 0.162 0.349 0.174 0.0038
C -3.45499 0.61323 4.28655 -0.254 0.086 0.094 -0.1800
Si -3.23941 2.35884 3.61497 0.067 -0.176 -0.194 0.4260
C -4.14135 2.57869 2.00002 0.015 -0.025 0.080 -0.1661
C -3.86406 3.54698 4.93628 0.062 -0.070 -0.071 -0.1866
C -1.41379 2.68583 3.30157 0.288 0.187 -0.057 -0.4544
Te -0.34526 0.96219 2.59529 -0.306 -0.255 0.014 1.7921
C 0.38673 0.60459 4.52194 -0.025 -0.055 0.238 -0.4445
Si 1.89422 1.55507 5.14242 -0.033 0.100 -0.269 0.4624
C 3.47012 0.89482 4.38822 -0.116 0.028 0.149 -0.1619
C 1.73054 3.40753 4.85030 0.115 -0.107 0.133 -0.1765
C 1.93761 1.24991 7.00131 -0.003 0.025 -0.054 -0.1888
H -4.50144 0.32795 4.14569 -0.002 -0.064 0.013 0.0402
H -3.24340 0.57163 5.35807 0.066 -0.031 0.020 0.0280
H -2.85823 -0.15449 3.78980 0.032 0.033 -0.066 -0.0011
H -5.21634 2.70332 2.13401 -0.056 -0.044 0.024 0.0294
H -4.00560 1.70778 1.35442 0.031 -0.029 -0.003 0.0110
H -3.75355 3.44555 1.46308 0.015 0.060 -0.018 0.0333
H -4.89253 3.30538 5.20787 -0.070 -0.013 0.014 0.0255
H -3.84120 4.58142 4.59364 0.017 0.065 -0.044 0.0240
H -3.24930 3.47433 5.83519 0.017 0.002 0.058 0.0206
H -0.87689 3.05842 4.17306 -0.048 0.106 0.038 -0.0034
H -1.34770 3.41173 2.48840 0.052 0.079 0.024 0.0064
H 0.59337 -0.46509 4.55392 0.031 -0.070 -0.020 0.0119
H -0.46505 0.79365 5.18414 -0.002 0.036 0.019 0.0229
H 3.52008 1.10229 3.32216 -0.023 0.025 -0.083 0.0247
H 3.50138 -0.18874 4.51134 0.013 -0.079 -0.002 0.0269
H 4.34524 1.31518 4.88909 0.034 0.042 0.002 0.0312
H 1.54138 3.62561 3.80082 -0.019 -0.022 -0.067 0.0054
H 2.66418 3.90295 5.12962 0.030 0.013 0.020 0.0323
H 0.93383 3.84860 5.45254 -0.047 0.008 0.003 0.0274
H 2.00664 0.18312 7.21637 -0.002 -0.074 0.008 0.0276
H 1.03473 1.63056 7.48072 -0.062 0.018 0.034 0.0231
H 2.79473 1.73988 7.46620 0.060 0.040 0.005 0.0225
S -7.01138 0.16249 0.51972 -0.019 0.038 -0.004 0.3196
C -5.44911 -0.35128 0.34496 -0.153 -0.018 0.069 -1.0224
N -4.34518 -0.70918 0.23668 0.176 0.004 0.022 0.0406
```
Forces are in eV/Å.